The following is a DFT calculation (ωB97M-V/def2-TZVPD) of a single C16H19NO3 molecule in a non-equilibrium geometry.

LUMO energy in eV: 0.7
Energy above the lowest of the compared OMol25 structures with the same formula, charge and spin in kcal per mole: 35.3
SMILES string: CCc1ccc(CCC(=O)Nc2ccc(OC)cc2)o1
Highest occupied orbital energy in Ha: -0.28883
Gap between HOMO and LUMO in eV: 8.6
E_tot in a.u.: -901.56347

```
39
Properties=species:S:1:pos:R:3:forces:R:3:mulliken_charge:R:1
H -2.53188 -2.78552 -1.70906 -0.02 -0.01 -0.06 0.372
O 1.38650 -2.91153 -0.67471 -0.05 -0.21 -0.44 -0.306
N -1.86711 -0.55405 -0.35108 -0.38 -0.13 0.22 0.014
C 2.03878 -1.73413 1.09032 0.31 -0.21 -0.49 -0.617
C -1.66263 3.29794 1.29541 -0.02 -0.13 -0.04 0.702
C -0.88556 2.98099 0.18781 -0.10 0.34 0.30 -0.360
H -3.19986 0.31289 1.71244 -0.08 -0.08 0.05 0.327
O -0.47125 -0.50577 -2.15330 0.23 0.19 -0.13 -0.630
H -0.33485 1.48095 -1.23034 0.01 -0.01 -0.03 0.528
C 3.65688 -0.94458 -1.81311 0.10 -0.15 0.02 -1.076
C -1.77293 0.74361 0.16576 0.15 0.36 -0.01 0.402
H 3.81950 -3.06723 -1.46914 0.09 -0.04 0.08 0.258
C -2.49674 2.31871 1.83684 0.11 0.19 -0.03 -0.720
H 2.79239 -1.00307 -2.46977 -0.07 0.05 -0.08 0.302
H 4.53048 -2.06888 -0.18523 -0.05 -0.10 0.00 0.313
C -0.86741 5.53770 1.41767 0.11 0.13 -0.07 -0.824
H -0.87895 -4.42278 -0.53595 -0.11 -0.01 0.08 0.376
H 4.55878 -0.90564 -2.41934 0.08 0.06 -0.10 0.361
C 0.32897 -2.80525 0.15709 -0.52 0.11 0.97 0.586
H -1.12993 5.79404 0.38604 0.02 -0.02 0.03 0.331
C -0.94081 1.71609 -0.37194 0.00 -0.25 -0.11 -0.682
H 0.04894 -1.83899 2.09332 -0.22 0.02 0.12 0.491
H -2.46824 -1.16622 0.18189 0.14 0.01 -0.16 0.170
H -0.22736 3.71049 -0.25644 0.05 0.09 -0.02 0.372
C -0.98127 -3.36292 -0.29116 0.37 0.08 -0.25 -0.914
H 2.64390 -1.16634 1.76705 0.21 0.12 0.08 0.490
C 2.42197 -2.25675 -0.10831 0.59 0.38 0.74 0.259
C -2.54940 1.06090 1.28016 0.10 0.05 -0.10 -0.574
H -1.69295 -3.27278 0.53127 0.07 -0.05 0.02 0.402
H -1.04832 6.39906 2.05896 0.05 -0.03 -0.08 0.231
O -1.68644 4.51081 1.91986 -0.17 -0.23 0.10 -0.453
C -1.46853 -2.60427 -1.54041 0.11 0.01 -0.04 -0.892
H 3.58313 -0.02711 -1.23421 -0.02 0.10 0.01 0.310
H 0.19259 5.26760 1.46621 -0.03 0.01 -0.02 0.332
C -1.20338 -1.10858 -1.40149 -0.34 -0.50 -0.10 0.453
C 3.69292 -2.15762 -0.87901 -0.31 0.11 -0.15 -0.647
H -0.91179 -2.94483 -2.41347 -0.08 0.10 0.03 0.398
C 0.67712 -2.08769 1.26166 -0.27 -0.40 -0.46 -0.502
H -3.09526 2.57076 2.69771 -0.08 0.02 0.10 0.417
```
Forces are in eV/Å.

=====

The following is a DFT calculation (ωB97M-V/def2-TZVPD) of a molecular structure, C16H20As2CoO6S2.

LUMO energy (spin up / spin down) in eV: 0.3 / -0.2
Expectation value of S²: 3.758
Multiplicity: 4
Energy above the lowest of the compared OMol25 structures with the same formula, charge and spin in kcal per mole: 0.0
Highest occupied orbital energy (spin up / spin down) in Ha: -0.31512 / -0.34267
Gap between HOMO and LUMO (spin up / spin down) in eV: 8.9 / 9.1
E_tot in a.u.: -7723.85160

```
47
Properties=species:S:1:pos:R:3:forces:R:3:mulliken_charge:R:1
H 3.33734 -1.50924 -1.25509 -0.01 0.01 0.02 0.419
H 3.50855 5.40477 3.81111 0.00 0.01 0.00 0.391
C 3.02837 3.69600 2.61378 0.08 0.06 0.05 -0.553
H -3.57395 -2.27915 -2.71607 0.00 0.01 0.00 0.258
H -4.21821 -0.13673 -2.20589 0.02 -0.01 0.01 0.402
C 2.05830 2.98890 1.92362 -0.01 -0.05 -0.02 -0.350
H 0.68289 -4.55919 -1.70079 0.00 0.02 0.01 0.277
H 2.64512 -2.96744 -2.01727 0.02 0.01 0.00 0.440
H 1.83770 -3.94561 0.50458 -0.01 0.01 0.00 0.431
C -1.23420 -4.71367 -2.62867 0.01 -0.01 0.00 -0.736
C 0.73883 3.48396 1.90224 -0.01 -0.06 -0.05 -0.321
O 1.87656 0.36673 1.70446 0.00 -0.05 0.04 -0.572
H -2.93726 0.41737 -3.31621 0.02 -0.01 0.01 0.392
C -2.42798 -4.06770 -2.91602 -0.03 -0.01 -0.01 -0.680
H 2.19356 -2.51651 1.51438 -0.01 0.02 -0.01 0.409
As -1.91895 -0.26899 -1.10103 0.16 0.08 0.10 0.791
H -3.32254 0.26237 0.92144 0.01 0.02 0.00 0.394
O 4.07215 1.43484 1.35795 0.00 -0.02 0.00 -0.700
H -3.48261 1.46401 -1.99634 0.02 0.00 0.01 0.385
H 1.17720 6.27789 3.77365 0.01 0.00 0.00 0.392
C 1.44183 -3.01226 0.90295 0.02 -0.05 -0.05 -1.176
O -0.30943 2.63549 -0.35882 0.09 0.04 -0.14 -0.576
H 2.24384 -1.34959 -2.64004 -0.01 0.01 0.01 0.380
C -0.24917 -4.04911 -1.91743 0.01 0.00 0.01 -0.527
O -0.73732 1.33931 1.55941 -0.03 -0.06 0.03 -0.570
Co 0.44833 0.59542 -0.02899 -0.47 0.17 -0.13 -0.202
H -1.07097 -5.73070 -2.96023 0.00 0.00 0.00 0.393
C -0.44798 -2.73908 -1.48753 0.06 -0.05 -0.01 0.009
C 0.45141 4.66111 2.57134 -0.02 0.10 0.06 -0.527
H 0.56475 -3.21746 1.51342 -0.01 0.02 0.00 0.360
H -3.79405 -1.32693 0.23892 -0.01 0.01 0.03 0.484
As 0.95384 -1.80065 -0.52686 0.22 0.09 0.10 0.712
O 2.25020 1.57130 -0.28635 0.01 -0.03 -0.09 -0.624
H 4.03730 3.31027 2.62145 -0.01 -0.02 -0.01 0.552
O -1.81095 3.54670 1.36818 -0.04 -0.01 -0.01 -0.692
C 2.46004 -1.92893 -1.74464 -0.01 -0.14 0.01 -1.230
H -0.56368 5.02976 2.54865 -0.01 -0.02 -0.01 0.553
S -0.66956 2.73946 1.06543 0.17 -0.11 0.16 2.123
S 2.65916 1.48084 1.14246 -0.08 0.06 -0.01 2.034
H -3.20126 -4.57916 -3.47454 0.00 0.00 0.00 0.393
C -2.63474 -2.76702 -2.48573 -0.01 0.05 0.01 -0.436
C 1.43483 5.36111 3.26058 0.01 -0.06 -0.03 -0.591
C -1.65273 -2.08874 -1.76673 -0.05 0.02 0.00 0.327
C -3.29293 0.43223 -2.28781 0.01 -0.01 0.03 -1.248
C -2.96208 -0.67049 0.49278 -0.09 -0.03 -0.07 -1.101
C 2.72655 4.87714 3.28184 -0.04 -0.04 -0.03 -0.607
H -2.31608 -1.15264 1.22445 0.01 0.01 0.00 0.316
```
Forces are in eV/Å.

=====

The following is a DFT calculation (ωB97M-V/def2-TZVPD) of a molecular structure, C16H20AsIN4O5ReS2.

LUMO energy (spin up / spin down) in eV: -0.8 / -1.4
Expectation value of S²: 0.769
Multiplicity: 2
Energy above the lowest of the compared OMol25 structures with the same formula, charge and spin in kcal per mole: 0.0
Highest occupied orbital energy (spin up / spin down) in Ha: -0.28135 / -0.28397
Gap between HOMO and LUMO (spin up / spin down) in eV: 6.9 / 6.4
E_tot in a.u.: -4625.16055

```
50
Properties=species:S:1:pos:R:3:forces:R:3:mulliken_charge:R:1
H 5.08105 -3.06612 -1.68032 -0.01 -0.01 0.02 0.401
C -4.40561 3.29635 1.99714 -0.01 0.01 0.00 -0.731
O 1.65060 -1.24098 -1.66366 0.00 0.09 0.06 -0.428
C -1.56593 2.62941 -2.86754 0.02 -0.02 -0.03 -0.572
H -4.32613 4.79796 3.52429 0.00 0.00 0.00 0.396
H 1.14281 -4.32048 -0.69021 -0.01 0.03 -0.02 0.272
H 2.34970 -3.74151 0.49599 0.01 0.02 -0.01 0.254
H -2.39688 3.31437 -0.99884 0.00 0.01 -0.01 0.497
H -0.60518 1.64606 -4.53131 0.00 0.00 0.00 0.418
H 4.73685 -1.40685 -2.24006 -0.01 0.00 0.00 0.361
C -1.66736 3.03161 2.40003 0.00 0.00 0.03 -0.071
H -1.89161 4.55973 3.88062 0.00 0.00 0.00 0.396
C -1.52635 1.29309 0.63722 0.08 -0.09 -0.07 0.557
H -1.29826 -1.02015 4.69803 0.02 0.01 0.01 0.234
Re 0.36363 -0.83706 -0.08043 0.15 -0.41 -0.34 0.060
H 2.83469 -4.88241 -0.80049 -0.01 -0.01 0.03 0.469
S -0.34578 -2.39884 1.52850 -0.04 -0.07 0.08 -0.409
C -0.85031 -1.26449 2.73890 0.02 0.09 -0.07 0.584
C 4.48628 -2.16998 -1.50540 -0.02 0.06 -0.01 -1.163
C 2.18435 -4.04821 -0.53197 0.05 -0.03 -0.02 -0.959
N -0.97851 0.22036 1.12542 -0.06 0.20 0.15 1.247
H 0.25438 -0.21532 -3.10498 0.00 0.00 0.00 0.503
C -2.39344 3.94980 3.14103 0.01 -0.01 -0.01 -0.749
H 1.37446 -3.56355 -3.61478 0.00 0.00 0.01 0.291
N -1.01095 -1.68611 4.00240 -0.06 -0.04 0.03 -0.386
O 1.57076 0.71063 0.37567 0.11 0.01 0.01 -0.463
C -1.81828 2.56004 -1.51147 0.01 -0.03 0.05 -0.777
C -0.33684 0.59211 -2.70035 0.02 0.00 0.03 -0.076
H 2.69925 -2.53335 -4.20837 0.01 0.02 0.02 0.364
H -0.60391 2.90709 2.56087 0.00 0.00 0.00 0.509
C -3.76119 4.08255 2.94087 -0.02 0.00 0.00 -0.374
S 2.73432 -0.02261 1.12506 -0.23 -0.09 0.10 1.202
N -1.17226 -0.03109 2.44750 -0.03 0.01 0.07 -1.511
C 2.42319 -3.29990 -3.48701 -0.01 -0.02 0.01 -1.063
C -3.68110 2.38168 1.24631 0.03 0.01 0.00 0.022
H -1.95090 3.45480 -3.45140 0.00 0.00 0.00 0.436
H 3.05370 -4.17820 -3.62166 0.00 0.00 -0.02 0.420
C -0.81661 1.62897 -3.47219 -0.02 0.04 -0.01 -0.894
O 2.19623 -1.44964 0.85479 0.03 0.13 0.00 -0.685
As 2.63990 -2.61160 -1.71084 0.01 -0.07 -0.02 0.810
C -1.30671 1.48937 -0.78867 0.00 -0.03 0.03 0.933
N -0.57086 0.52659 -1.38493 -0.09 0.15 -0.06 0.480
O 2.68655 0.29347 2.51913 0.00 0.01 0.00 -0.649
H -5.47281 3.39289 1.84630 0.00 0.00 0.00 0.387
H -0.62453 -2.56551 4.28869 0.02 0.00 0.01 0.220
I -1.22598 -2.63450 -1.62579 0.01 0.04 0.06 -0.240
H -4.17824 1.76037 0.51083 -0.01 0.00 0.00 0.498
C -2.31165 2.24865 1.44779 -0.02 -0.02 -0.02 -0.695
O 3.98350 0.18108 0.45135 0.07 0.04 -0.08 -0.703
H 4.64797 -1.76055 -0.51206 0.00 -0.01 0.01 0.376
```
Forces are in eV/Å.